1.
{"formula": "C11H12NO2", "method": "ωB97M-V with the def2-TZVPD basis set", "lumo_energy_ev": 3.3, "charge": -1, "molar_mass_g_mol": 190.2, "gap_ev": 7.045, "elements": ["C", "C", "C", "C", "C", "C", "C", "C", "C", "N", "H", "H", "H", "H", "H", "H", "H", "H", "H", "C", "C", "O", "O", "H", "H", "H"], "positions_angstrom": [[2.01799, 0.47369, -0.78417], [-0.04749, -0.86849, -0.76958], [1.23628, -0.54910, -0.18350], [-0.65035, -1.81914, 0.06429], [1.37354, -1.27816, 0.99202], [-0.66866, -0.42003, -1.98634], [-1.97410, -0.95167, -2.15475], [-2.54009, -1.90339, -1.28359], [-1.89603, -2.46565, -0.20547], [0.29171, -2.14161, 1.11546], [-0.30467, 0.39454, -2.55414], [-2.53513, -0.48987, -2.92518], [-3.49449, -2.17852, -1.53112], [1.32526, 1.15356, -1.43942], [2.57296, -0.03029, -1.74468], [1.89689, -1.09951, 1.96988], [0.18312, -2.99968, 1.59868], [-2.27418, -3.28243, 0.40398], [2.65092, 1.05833, -0.16402], [0.93413, 2.72529, 2.08600], [-0.35656, 2.91137, 1.18765], [-0.23597, 2.25097, 0.16326], [-1.26583, 3.67743, 1.50663], [1.45479, 1.76308, 1.71565], [0.58818, 2.66980, 3.07263], [1.71778, 3.39951, 1.84981]], "forces_ev_per_a": [[0.4, 0.9, -5.5], [0.3, -0.3, -0.7], [-1.4, -1.2, 2.0], [0.8, -2.2, 1.0], [-0.2, 0.4, 0.3], [-2.0, -2.1, 2.9], [2.4, 1.0, 0.7], [1.5, 0.4, -0.3], [1.7, 1.4, 0.0], [-2.5, 1.5, -2.2], [0.4, 0.5, -0.6], [-0.8, 0.0, -0.7], [-2.4, -0.9, -0.4], [1.2, -0.7, 1.9], [-0.4, 1.0, 2.4], [0.2, -0.1, -1.7], [0.3, -0.3, 0.7], [-0.1, 0.3, -0.1], [0.7, 0.4, 0.3], [-0.2, -2.2, -2.1], [1.7, 0.3, 0.3], [-0.4, -1.3, -2.3], [-0.5, 0.7, 1.0], [-1.2, 1.0, 1.0], [0.3, 0.1, 1.8], [0.3, 1.5, 0.3]], "nbo_charge": [-0.6150, -0.0780, -0.0638, 0.1575, -0.0556, -0.1550, -0.2361, -0.2268, -0.2474, -0.5690, 0.2181, 0.1983, 0.1925, 0.2531, 0.1780, 0.2128, 0.3953, 0.2058, 0.2258, -0.7538, 0.7762, -0.8068, -0.7802, 0.1848, 0.1939, 0.1953]}

---

2.
{"formula": "C6H11O2P", "method": "ωB97M-V with the def2-TZVPD basis set", "lumo_energy_ev": 0.8, "molar_mass_g_mol": 146.1, "gap_ev": 10.449, "elements": ["C", "C", "C", "C", "C", "C", "O", "O", "P", "H", "H", "H", "H", "H", "H", "H", "H", "H", "H", "H"], "positions_angstrom": [[-0.70090, -0.75430, 1.34302], [-0.07652, 1.16369, -0.35262], [0.74092, -0.68001, 1.01514], [1.12813, 0.21577, -0.03266], [2.48284, 0.89508, -0.09318], [-2.07712, -0.92055, -1.42675], [-2.67807, 0.94908, 0.56190], [1.07170, -1.09664, -0.31963], [-1.54110, 0.19289, 0.00911], [-1.12824, -1.82769, 1.40313], [-0.72384, -0.21421, 2.33138], [-0.15942, 1.80909, 0.56993], [0.09834, 1.80162, -1.26453], [1.51706, -1.12236, 1.68812], [3.16973, 0.08395, 0.47826], [2.41531, 1.74859, 0.50407], [2.84961, 1.17309, -1.20155], [-3.12865, -1.30167, -1.43304], [-1.83013, -0.42540, -2.41884], [-1.42964, -1.69002, -1.36126]], "forces_ev_per_a": [[-0.3, -1.2, 0.6], [1.3, 0.2, -0.2], [1.7, -2.6, 1.1], [0.3, 4.4, -0.3], [1.5, -3.2, -1.1], [-1.0, 3.1, -0.5], [-0.5, 0.6, 0.0], [-0.7, -2.2, -1.6], [-1.8, -0.5, -0.5], [0.8, 1.7, 0.2], [-1.0, -0.5, -0.9], [0.3, -0.1, -1.0], [-0.7, -0.8, 0.9], [-0.9, 0.8, -0.1], [-0.9, 2.1, -1.7], [0.2, 1.6, 0.8], [-0.8, -0.9, 2.6], [0.9, 0.7, 0.4], [-0.5, -0.3, 1.3], [2.1, -3.0, 0.0]], "nbo_charge": [-0.8054, -0.8334, 0.0325, 0.2235, -0.6157, -0.9588, -1.1011, -0.4994, 1.9329, 0.2565, 0.2639, 0.2562, 0.2612, 0.2022, 0.2181, 0.2123, 0.2273, 0.2578, 0.2432, 0.2262]}